Entry 1:
This record from the Open Molecules 2025 dataset describes a molecular structure, C3H8F2N2 in a non-equilibrium geometry. The level of theory is the ωB97M-V functional and the def2-TZVPD basis.

```
! RIJCOSX wB97M-V def2-TZVPD def2/J DEFGRID3
* xyz 0 1
C -0.80785 0.82425 0.72890
C -0.09415 0.36803 -0.47846
C 1.30266 0.21269 -0.31025
H -2.71321 1.25577 -0.03906
H -2.50123 -0.33809 0.67655
H -0.38187 -0.12861 1.35744
H -0.57704 1.87218 1.23477
H -0.65591 0.90721 -1.42896
H 0.03684 -1.44008 0.06719
H -1.16021 -1.61002 -1.61682
H 1.94537 1.19527 -0.22671
N -2.29427 0.69273 0.80074
N -0.92413 -0.92708 -0.53956
F 1.83752 -0.51973 -1.18843
F 1.06604 -0.42505 1.02245
*
```

Lowest unoccupied orbital energy ... 0.762 eV
Energy relative to the best compared isomer or geometry (same formula, charge and spin) ... 151.5 kcal per mole
Molecular weight ... 110.1 Da
Gap between HOMO and LUMO ... 9.57 eV

Mulliken population analysis, charges in e, atoms 1 to 8: C -0.621; C -0.140; C 0.146; H 0.234; H 0.370; H 0.408; H 0.261; H 0.330


Entry 2:
This record from the Open Molecules 2025 dataset describes 6 unconnected molecules or ions with the total composition C27H69BrIN3O11P3S. The level of theory is the ωB97M-V functional and the def2-TZVPD basis.

```
! RIJCOSX wB97M-V def2-TZVPD def2/J DEFGRID3
* xyz 1 1
C 5.35071 -0.35706 2.09926
C 4.28859 -1.43162 2.30639
S 2.62069 -0.87668 1.86699
C 2.79259 -0.96308 0.06617
C 1.56791 -0.46051 -0.69885
C 0.23746 -0.52160 0.01717
O -0.80616 -0.12798 -0.83280
C -0.74084 1.18042 -1.34458
C -1.97670 1.28759 -2.26454
C -2.58042 2.65153 -2.66336
N -2.84365 2.64836 -4.10746
P -1.07600 2.49506 0.03506
P -2.83528 1.63809 0.99346
O -4.06076 1.88481 0.22200
O -2.63630 0.09064 1.35871
O -2.67758 2.37778 2.39860
C 0.61588 1.41110 -2.12008
C 0.74657 2.90417 -2.52441
C 1.97590 3.59555 -3.20084
C 3.40331 3.05773 -3.11188
I 1.59959 4.10711 -5.27546
P 0.58818 0.26178 -3.66752
N 0.03032 -1.14357 -3.44381
O 2.14923 0.18502 -4.06821
O -0.07065 1.22751 -4.73214
N 1.80004 0.92388 -1.29757
Br 2.40806 2.15225 0.05346
H 6.31767 -0.70833 2.46077
H 5.08427 0.55883 2.62576
H 5.47756 -0.11907 1.04012
H 4.50285 -2.28354 1.65572
H 4.25521 -1.75532 3.34552
H 3.69043 -0.42893 -0.26287
H 2.94005 -2.00810 -0.21509
H 1.45153 -1.10207 -1.57834
H 0.06024 -1.57354 0.24186
H 0.23524 0.01503 0.97190
H -1.84033 0.69787 -3.17043
H -2.74271 0.75501 -1.69791
H -1.93524 3.49019 -2.38572
H -3.53186 2.78890 -2.15376
H -3.57222 3.31026 -4.33950
H -2.01495 2.89323 -4.63501
H -0.15526 2.20297 1.05515
H -3.33311 -0.43229 0.92975
H -3.32222 2.04726 3.04413
H 0.52495 3.48945 -1.63041
H -0.10388 3.07397 -3.17671
H 1.99789 4.59291 -2.77185
H 3.51628 2.03982 -3.46340
H 3.80734 3.17036 -2.10617
H 4.04577 3.66117 -3.75094
H -0.78979 -1.40182 -3.97928
H 2.43664 -0.73105 -3.90998
H 0.42480 1.27351 -5.56709
H 2.60630 0.82968 -1.92040
C 3.83855 -1.80757 7.95150
C 3.18154 -1.72948 6.58584
C 2.10289 -2.78304 6.41283
O 4.16724 -1.88391 5.55244
H 4.30274 -2.78866 8.08725
H 4.61202 -1.05160 8.06008
H 3.10902 -1.66075 8.74830
H 2.75691 -0.73387 6.44155
H 2.55919 -3.77318 6.49698
H 1.64504 -2.70690 5.42423
H 1.32091 -2.69472 7.16774
H 4.56564 -2.75637 5.67229
C -5.81699 0.91268 -6.84057
C -5.94039 -0.01670 -5.64574
C -6.73545 0.62954 -4.52179
O -4.65304 -0.42219 -5.17784
H -5.28191 1.82365 -6.55345
H -5.25230 0.43531 -7.64259
H -6.79832 1.19598 -7.22018
H -6.43273 -0.94245 -5.95251
H -6.22604 1.53463 -4.17716
H -6.82432 -0.04949 -3.67347
H -7.73587 0.90901 -4.85536
H -4.19072 0.37757 -4.89635
C 2.14739 -5.97057 4.23326
C 3.57706 -5.45638 4.17585
C 4.38533 -6.15746 3.09572
O 4.20894 -5.58417 5.44984
H 2.12618 -7.03722 4.47200
H 1.58903 -5.44904 5.01037
H 1.63733 -5.82714 3.27953
H 3.56673 -4.38037 3.98058
H 4.44025 -7.22971 3.30068
H 5.40439 -5.77083 3.06735
H 3.93164 -6.02265 2.11263
H 4.24582 -6.51940 5.67860
C -11.16249 0.14072 -8.86555
C -9.79875 0.78891 -9.03570
C -8.96499 0.08347 -10.09299
O -9.09936 0.82415 -7.78875
H -11.04847 -0.89857 -8.54408
H -11.74394 0.66548 -8.10798
H -11.72236 0.14732 -9.80125
H -9.92623 1.83684 -9.31232
H -8.79190 -0.95721 -9.80376
H -7.99475 0.56823 -10.20230
H -9.46765 0.08792 -11.06066
H -8.97026 -0.08799 -7.50447
C 4.89141 3.25257 9.50702
C 5.71725 2.08355 10.01911
C 7.20528 2.39192 9.99861
O 5.43761 0.90261 9.26425
H 5.15911 3.47618 8.46993
H 3.82868 3.01237 9.53704
H 5.06286 4.14949 10.10307
H 5.41054 1.84115 11.03789
H 7.53442 2.59284 8.97478
H 7.77662 1.54404 10.37530
H 7.43662 3.26629 10.60778
H 5.69828 1.07482 8.35228
*
```

Lowest unoccupied orbital energy ... -4.440 eV
Molecular weight ... 943.7 Da
Gap between HOMO and LUMO ... 6.96 eV

Mulliken population analysis, charges in e, atoms 1 to 8: C -1.303; C 0.437; S -0.044; C -1.252; C 0.673; C -1.449; O -0.209; C 0.989


Entry 3:
This record from the Open Molecules 2025 dataset describes 2 unconnected molecules or ions with the total composition C35H38BF3O2S in a non-equilibrium geometry. The level of theory is the ωB97M-V functional and the def2-TZVPD basis.

```
! RIJCOSX wB97M-V def2-TZVPD def2/J DEFGRID3
* xyz 0 1
C 5.27765 0.87433 3.06507
C 4.56684 -0.32840 2.57390
C 4.41922 -1.52961 3.26071
C 3.78088 -2.54161 2.49530
C 3.35749 -2.08396 1.24274
B -0.10987 -0.40361 4.43022
C 3.03455 -2.93629 0.10972
C 2.67084 -4.27995 0.32376
C 2.17290 -5.04351 -0.72051
C 2.02893 -4.46538 -1.97751
C 1.46618 -5.28609 -3.10134
F 0.96673 -4.50289 -4.10865
F 2.40306 -6.10866 -3.66519
F 0.43501 -6.08795 -2.68249
C 2.44374 -3.16010 -2.23116
C 2.97006 -2.40833 -1.19473
O 0.67424 -0.58618 5.53706
C 0.83711 0.74611 6.09581
C -0.16881 0.88238 7.23694
C 2.23602 0.83006 6.66310
C 0.48721 1.69391 4.85734
C -0.22065 2.98925 5.17294
C 1.69464 1.98635 3.97023
O -0.45172 0.88969 4.10929
S 3.96422 -0.44542 0.96450
H 5.70631 0.67050 4.05147
H 6.09350 1.14649 2.38596
H 4.59656 1.73088 3.13812
H 4.81627 -1.66414 4.26651
H 3.58221 -3.54727 2.85088
H 2.73918 -4.71179 1.32379
H 1.88451 -6.07958 -0.55845
H 2.35071 -2.73566 -3.22904
H 3.30825 -1.39101 -1.40119
H -0.03597 1.84109 7.75226
H -1.20509 0.80062 6.88050
H 0.01128 0.07819 7.96102
H 2.42387 1.83411 7.05885
H 2.32677 0.11725 7.49071
H 3.00447 0.58612 5.92279
H 0.46353 3.68403 5.67217
H -0.55896 3.45051 4.23944
H -1.09255 2.82700 5.81285
H 2.30317 2.79519 4.39697
H 2.33597 1.10454 3.83567
H 1.35127 2.30204 2.97733
C -3.59386 -3.10883 5.30856
C -2.43017 -2.65608 4.49623
C -1.16953 -3.24818 4.68387
C -0.06410 -2.79136 4.02347
C -0.12822 -1.53244 3.26625
C 0.98988 -1.35539 2.25691
C 0.67719 -1.50371 0.93636
C -0.30686 -2.36935 0.43879
C -0.87407 -2.17632 -0.85512
C -1.41025 -3.25409 -1.60619
C -1.89072 -3.04099 -2.88753
C -1.93357 -1.74226 -3.42548
C -2.47436 -1.48475 -4.79712
C -1.43485 -0.66793 -2.67984
C -0.90670 -0.87272 -1.41806
C -1.50214 -1.12930 2.87518
C -2.58722 -1.66324 3.52099
H -4.52528 -2.70537 4.90627
H -3.67052 -4.20013 5.33677
H -3.50175 -2.76646 6.34599
H -1.08952 -4.10921 5.35399
H 0.89257 -3.31306 4.01642
H 1.90847 -0.93333 2.64792
H 1.21694 -0.90327 0.19701
H -0.64710 -3.21451 1.04151
H -1.41187 -4.24976 -1.15919
H -2.24527 -3.88041 -3.49112
H -3.05282 -0.55192 -4.81548
H -1.66229 -1.37370 -5.53034
H -3.11969 -2.30285 -5.13012
H -1.46750 0.33831 -3.10432
H -0.53815 -0.03096 -0.82736
H -1.61227 -0.43854 2.03938
H -3.59678 -1.32025 3.27264
*
```

Lowest unoccupied orbital energy ... -1.380 eV
Energy relative to the best compared isomer or geometry (same formula, charge and spin) ... 26.9 kcal per mole
Molecular weight ... 590.6 Da
Gap between HOMO and LUMO ... 3.47 eV

Mulliken population analysis, charges in e, atoms 1 to 8: C -1.283; C 0.532; C -0.621; C -0.205; C 0.554; B 1.252; C 1.165; C -1.057


Entry 4:
This record from the Open Molecules 2025 dataset describes a molecular structure, C11H10ClLaNS in a non-equilibrium geometry. The level of theory is the ωB97M-V functional and the def2-TZVPD basis.

```
! RIJCOSX wB97M-V def2-TZVPD def2/J DEFGRID3
* xyz -1 1
C 0.77728 -0.72516 2.44691
C 1.41717 0.40838 1.86825
C 2.14225 -0.03733 0.72231
H 1.43877 1.41980 2.28748
C 1.96617 -1.44134 0.59353
C 1.10598 -1.86084 1.64735
H 0.83733 -2.88619 1.88789
H 0.20218 -0.74260 3.37264
H 2.76473 0.58388 0.08533
H 2.50279 -2.08979 -0.10178
La -0.91792 -0.08761 0.03323
Cl -2.86314 0.95618 1.33561
C -1.74556 1.42138 -1.99786
C -0.70945 0.56666 -2.48210
C 0.51053 0.94487 -1.83106
H -0.81627 -0.21553 -3.23679
C 0.22537 2.03357 -0.93878
C -1.17233 2.32733 -1.05136
H -1.70744 3.13789 -0.55234
H -2.78116 1.44444 -2.34904
H 1.48498 0.48313 -1.99604
H 0.94300 2.57887 -0.31253
S -1.72911 -2.55198 -1.28539
C -1.89091 -2.81782 0.33275
N -1.98524 -2.85019 1.52177
*
```

Lowest unoccupied orbital energy ... 2.813 eV
Energy relative to the best compared isomer or geometry (same formula, charge and spin) ... 0.0 kcal per mole
Molecular weight ... 362.6 Da
Gap between HOMO and LUMO ... 7.33 eV

Mulliken population analysis, charges in e, atoms 1 to 8: C -0.612; C -0.654; C -0.481; H 0.398; C -0.516; C -0.507; H 0.450; H 0.382


- Which value of gap between HOMO and LUMO does entry 3 give?
  3.47 eV


- Which value of lowest unoccupied orbital energy does entry 2 give?
  -4.440 eV


- Which of these has the lowest gap between HOMO and LUMO?
  C35H38BF3O2S